(1)
This record from the Open Molecules 2025 dataset describes a cluster of 3 separate species, C26H59N4O3S2 in total. The level of theory is ωB97M-V with the def2-TZVPD basis set.

Computed properties:
2S+1 = 1
Gap between HOMO and LUMO = 8.3 eV
HOMO = -11.720 eV
Net charge = +1

Positions of all 94 atoms, in Å:
S: -2.458 4.066 -1.481
S: -3.762 2.043 1.154
O: -0.604 -2.585 -1.736
O: 1.602 -3.144 -1.795
O: 1.665 2.193 -0.275
N: -2.066 0.902 -0.565
N: -0.003 1.165 -1.627
N: -1.907 2.572 -2.196
N: 0.638 -0.204 1.572
C: -6.229 7.887 1.261
C: -1.343 1.568 -1.415
C: 0.955 2.278 -1.463
C: -6.373 2.028 0.015
C: 0.059 0.586 -3.020
C: 0.496 -2.540 -2.267
C: -5.335 2.855 0.796
C: -3.496 1.130 -0.399
C: 2.840 1.406 -0.346
C: -3.895 6.498 2.784
C: 2.529 -4.681 -0.190
C: 1.233 -0.362 -3.296
C: -1.480 -0.119 0.321
C: 5.857 -7.123 1.295
C: -6.164 6.391 1.567
C: 7.921 -8.526 -0.563
C: 0.773 -1.810 -3.552
C: -6.890 8.704 2.367
C: 6.987 -7.401 -1.004
C: -3.086 5.893 1.641
C: -5.347 6.024 2.808
C: 9.249 -8.031 0.003
C: 6.556 -6.450 0.115
C: 4.556 -7.822 0.913
C: -0.628 0.506 1.442
C: 1.696 -3.427 -0.393
H: 5.886 -5.696 -0.312
H: 3.455 1.686 -1.204
H: -6.332 8.647 3.302
H: -3.095 4.801 1.696
H: 0.981 -0.445 0.653
H: 9.896 -8.868 0.265
H: 3.412 1.598 0.560
H: -6.791 8.024 0.334
H: -0.886 0.077 -3.210
H: -0.155 -1.784 -4.124
H: -3.973 0.154 -0.327
H: 7.423 -9.161 0.175
H: 1.981 -0.344 -2.501
H: 3.855 -7.119 0.458
H: 7.482 -6.814 -1.784
H: -5.361 4.934 2.925
H: -6.572 2.473 -0.960
H: 0.453 3.247 -1.448
H: -1.184 0.452 2.378
H: -5.760 5.869 0.693
H: 2.172 -2.580 0.106
H: 4.724 -8.633 0.204
H: -1.567 4.245 -0.489
H: -0.473 1.569 1.218
H: 2.064 -5.497 -0.746
H: 4.074 -8.251 1.792
H: 6.102 -7.838 -1.474
H: -5.225 8.275 1.068
H: 1.640 2.269 -2.318
H: -7.323 2.025 0.550
H: -5.132 3.790 0.274
H: 1.327 0.376 2.026
H: -7.905 8.352 2.557
H: 0.130 1.419 -3.727
H: 1.732 -0.020 -4.202
H: 1.517 -2.350 -4.133
H: -3.427 6.225 3.732
H: 3.549 -4.533 -0.539
H: 9.107 -7.433 0.904
H: 2.606 0.338 -0.382
H: -2.046 6.224 1.684
H: -6.092 0.988 -0.124
H: 7.427 -5.902 0.484
H: -1.298 2.791 -2.972
H: -0.937 -0.856 -0.262
H: -3.854 7.587 2.727
H: -7.182 6.012 1.698
H: 5.642 -6.360 2.049
H: 2.503 -4.952 0.864
H: 9.778 -7.417 -0.729
H: 8.120 -9.166 -1.426
H: 0.707 -3.572 0.039
H: -3.911 1.652 -1.257
H: -6.949 9.756 2.087
H: 6.530 -7.839 1.773
H: -5.836 6.425 3.698
H: -5.748 3.122 1.769
H: -3.487 6.190 0.667
H: -2.324 -0.636 0.773



(2)
This record from the Open Molecules 2025 dataset describes a cluster of 2 separate species, C14H16 in total. The level of theory is ωB97M-V with the def2-TZVPD basis set.

Computed properties:
2S+1 = 1
Gap between HOMO and LUMO = 9.6 eV
Relative energy (zero: lowest compared OMol25 entry of this formula, charge and spin) = 50.2 kcal/mol
HOMO = -8.685 eV
Net charge = 0

Positions of all 30 atoms, in Å:
C: 1.251 2.294 -2.201
C: -0.886 1.190 -0.816
C: 0.270 3.086 -1.609
C: 0.724 -1.342 1.452
C: -0.957 0.303 2.128
C: -1.602 -2.006 1.827
C: -0.341 -2.306 1.473
C: -1.931 -0.664 2.198
C: -0.678 2.590 -0.816
C: 0.065 -3.716 1.412
C: 2.204 0.125 -2.848
C: -0.007 0.374 -1.474
C: 1.115 0.934 -2.156
C: 0.318 -0.056 1.687
H: 0.181 4.143 -1.762
H: -0.450 -0.630 -1.595
H: 1.977 2.724 -2.943
H: -1.266 3.122 -0.098
H: 1.881 -0.808 -2.779
H: 2.173 0.479 -3.849
H: 1.067 0.854 1.764
H: -2.817 -0.589 2.718
H: -1.783 0.811 -0.307
H: 0.856 -4.006 2.137
H: -0.866 -4.331 1.526
H: 3.111 0.346 -2.348
H: 1.720 -1.582 1.357
H: -0.970 1.347 2.410
H: 0.314 -3.985 0.398
H: -2.402 -2.736 1.828



(3)
This record from the Open Molecules 2025 dataset describes a structure of composition C21H40AsCoN2O6S2Si3. The level of theory is ωB97M-V with the def2-TZVPD basis set.

Computed properties:
2S+1 = 5
<S²> = 6.0138
Gap between HOMO and LUMO (alpha / beta) = 8.1 / 6.6 eV
Relative energy (zero: lowest compared OMol25 entry of this formula, charge and spin) = 78.1 kcal/mol
HOMO (alpha / beta) = -7.887 / -8.469 eV
Net charge = 0

Positions of all 76 atoms, in Å:
As: 1.512 2.006 -0.492
Co: -0.839 1.057 -0.756
S: -0.725 3.557 -0.478
S: -4.014 -6.703 2.130
Si: 3.281 -0.336 -0.897
Si: 2.818 2.600 1.430
Si: 2.370 3.008 -2.451
O: -0.673 2.839 -1.772
O: -6.444 -7.446 1.719
O: -3.008 0.784 -0.983
O: -1.316 2.649 0.534
O: 0.733 3.691 -0.045
O: -1.317 4.848 -0.535
N: -3.772 1.369 1.075
N: -4.483 -0.575 0.004
C: -2.624 -4.338 2.449
C: -2.327 -3.942 -0.286
C: -3.154 -5.249 1.546
C: -5.205 -1.107 1.134
C: 4.273 2.708 -2.510
C: 5.162 -0.747 -1.053
C: -5.719 -6.496 1.622
C: 2.388 -1.030 -2.444
C: 4.534 1.769 1.686
C: 2.577 -1.250 0.634
C: -1.821 -2.994 0.612
C: 2.053 4.886 -2.480
C: -2.975 -5.066 0.178
C: -1.212 -1.811 0.132
C: -6.162 -5.128 1.190
C: -3.700 0.533 0.014
C: -1.961 -3.218 1.987
C: 1.590 1.896 2.722
C: 3.114 4.472 1.691
C: -0.717 -0.778 -0.292
C: 1.540 2.223 -3.982
H: -5.340 -4.513 0.842
H: 1.827 2.720 -4.906
H: 3.964 4.828 1.114
H: 4.453 0.692 1.777
H: 5.293 -1.824 -1.139
H: 2.860 -0.717 -3.371
H: 1.353 -0.690 -2.442
H: -4.066 1.023 1.971
H: -2.735 -4.515 3.509
H: 0.596 2.266 2.467
H: 5.217 1.984 0.871
H: 0.462 2.324 -3.869
H: 4.500 1.720 -2.903
H: -3.040 2.076 1.072
H: 2.582 5.399 -1.678
H: 1.764 1.163 -4.083
H: 2.382 -2.118 -2.426
H: -4.286 -1.196 -0.764
H: -6.629 -4.647 2.051
H: -1.539 -2.502 2.678
H: 5.726 -0.413 -0.187
H: -4.535 -1.561 1.873
H: 1.557 0.809 2.650
H: -2.199 -3.793 -1.349
H: -3.351 -5.813 -0.506
H: 0.989 5.064 -2.337
H: 3.312 4.687 2.739
H: -5.887 -1.875 0.776
H: -6.917 -5.238 0.413
H: 4.762 3.438 -3.148
H: 2.646 -2.328 0.507
H: 5.606 -0.289 -1.932
H: 2.236 5.034 1.388
H: 1.799 2.166 3.755
H: -5.793 -0.322 1.609
H: 1.522 -0.990 0.733
H: 4.983 2.146 2.600
H: 3.086 -0.987 1.556
H: 2.351 5.333 -3.427
H: 4.711 2.779 -1.515



(4)
This record from the Open Molecules 2025 dataset describes the molecule C6H7BrN2O2S. The level of theory is ωB97M-V with the def2-TZVPD basis set.

Computed properties:
2S+1 = 1
Gap between HOMO and LUMO = 7.9 eV
Relative energy (zero: lowest compared OMol25 entry of this formula, charge and spin) = 53.0 kcal/mol
HOMO = -7.483 eV
Net charge = 0

Positions of all 19 atoms, in Å:
Br: 2.883 -1.295 2.098
S: -1.743 -2.045 0.666
O: -2.228 -1.903 1.991
O: -0.105 -2.005 0.537
N: -0.508 0.218 0.154
N: -0.707 1.440 -1.801
C: 0.289 -0.690 1.010
C: 1.457 0.799 -1.154
C: 0.104 0.781 -0.945
C: 1.764 -0.515 0.771
C: 2.332 0.233 -0.217
C: -1.837 -0.134 0.270
H: -2.154 0.208 1.423
H: 3.399 0.293 -0.361
H: -2.637 0.157 -0.510
H: -1.693 1.560 -1.621
H: -0.184 2.221 -2.250
H: 1.806 1.267 -2.065
H: -0.238 -0.590 2.006